#i
Molecular formula: C45H63MoN7O8S3Si2
Method: DFT, wB97M-V/def2-TZVPD

Structure (XYZ):
```
129
Properties=species:S:1:pos:R:3:mulliken_charge:R:1
Mo -0.1425 -0.7776 0.1572 0.02
C 3.5928 3.0585 -0.5852 -1.13
C 2.1523 3.4396 -0.6607 0.34
N 1.1586 2.6148 -0.5572 0.88
C -0.0440 3.2627 -0.6936 -1.08
C 0.0545 4.6056 -0.9180 -0.68
S 1.6883 5.0793 -0.9290 -0.24
C -1.3305 2.5465 -0.6962 -0.27
C -2.5304 3.1837 -0.6786 -0.64
S -3.7873 2.1109 -1.0991 -0.39
C -2.6474 0.8446 -1.2410 0.11
N -1.4192 1.1895 -0.9368 1.77
C -3.0704 -0.4885 -1.7668 -0.70
H 3.6855 2.0037 -0.3340 -0.26
H 4.1224 3.6693 0.1456 0.52
H 4.0797 3.2194 -1.5467 0.41
H -0.7292 5.3137 -1.1135 0.48
H -2.7314 4.2203 -0.4859 0.62
H -3.4105 -0.3700 -2.7959 0.91
H -3.8940 -0.9100 -1.1807 0.14
H -2.2338 -1.1888 -1.7720 -0.72
C 2.8118 -3.8830 2.6291 -1.37
Si 1.0149 -3.4914 2.2616 0.75
C 0.2841 -2.4690 3.6639 -0.27
C 0.1093 -5.1454 2.2579 -1.22
C 1.0413 -2.5118 0.6398 0.20
Si 1.1518 -3.4882 -0.9887 0.42
C 0.6905 -5.2994 -1.0240 -1.08
C -0.0898 -2.6743 -2.1758 0.34
C 2.8914 -3.3430 -1.6492 -1.15
H 2.9206 -4.3633 3.6014 0.45
H 3.4460 -2.9986 2.6234 0.30
H 3.2087 -4.5711 1.8804 0.37
H -0.0814 -3.1178 4.4601 0.63
H -0.5457 -1.8344 3.3432 -0.35
H 1.0294 -1.8130 4.1125 -0.13
H -0.3138 -5.3286 3.2458 0.45
H 0.8063 -5.9564 2.0607 0.50
H -0.6849 -5.2327 1.5199 0.13
H 2.0574 -2.0923 0.6842 0.40
H -0.3667 -5.4715 -0.8313 0.12
H 1.2661 -5.9026 -0.3307 0.36
H 0.9100 -5.6661 -2.0284 0.38
H -1.1151 -2.7926 -1.8029 -0.86
H -0.0613 -3.1712 -3.1463 0.77
H 0.1007 -1.6105 -2.3771 -0.22
H 3.5828 -3.8775 -0.9967 0.33
H 3.2324 -2.3111 -1.7055 0.19
H 2.9757 -3.7872 -2.6408 0.42
O 3.4229 0.2822 -1.0388 -0.67
C 2.3161 0.3212 -1.5173 -0.77
O 1.2419 -0.0907 -0.8097 2.20
C 1.9953 0.7777 -2.8942 1.47
C 3.0376 0.9787 -3.7964 -0.63
C 2.7207 1.3169 -5.0985 -0.58
C 1.4188 1.4688 -5.5422 -0.67
C 0.4176 1.2865 -4.6057 -0.40
C 0.6771 0.9507 -3.2942 -0.20
N -0.9916 1.4337 -5.0186 1.03
O -1.2056 1.7968 -6.1435 -0.63
O -1.8378 1.1722 -4.1861 -0.58
N 3.8205 1.5074 -6.0680 1.04
O 4.9358 1.5550 -5.6205 -0.60
O 3.5140 1.6016 -7.2258 -0.60
H 4.0703 0.8725 -3.4948 0.78
H 1.2016 1.7080 -6.5742 0.65
H -0.1418 0.8468 -2.5941 -0.39
C 3.5426 -0.9119 5.3553 -0.64
C 4.7920 -0.1566 4.9288 -0.93
C 4.5094 1.0220 4.0042 0.07
C 4.0821 0.6877 2.5606 -1.08
N 2.6674 0.3738 2.3307 1.19
C 1.6717 1.2524 2.3696 0.03
S 0.0236 0.7701 2.0787 -0.79
N 1.9208 2.5084 2.6997 0.47
C 0.9391 3.5833 2.8348 -0.37
C 0.4214 3.7589 4.2674 -0.60
C 1.1868 4.8086 5.0711 -0.68
C 2.6650 4.4841 5.2502 -0.98
H 3.7838 -1.6715 6.0967 0.49
H 3.0756 -1.4190 4.5203 -0.20
H 2.8088 -0.2362 5.7992 0.23
H 5.4996 -0.8339 4.4436 0.35
H 5.2907 0.2273 5.8198 0.37
H 5.4207 1.6172 3.9142 0.54
H 3.7599 1.6537 4.4849 -0.28
H 4.6377 -0.1749 2.1939 0.73
H 4.3399 1.5263 1.9101 -0.01
H 2.4050 -0.5823 2.1231 -1.08
H 2.8607 2.7291 2.9927 0.14
H 0.1202 3.3627 2.1514 -0.23
H 1.4262 4.4973 2.4908 0.57
H 0.4667 2.7936 4.7791 0.23
H -0.6306 4.0416 4.2193 0.42
H 0.7223 4.8990 6.0537 0.42
H 1.0813 5.7806 4.5830 0.30
H 2.7969 3.5182 5.7396 0.18
H 3.1568 5.2324 5.8679 0.43
H 3.1991 4.4694 4.2961 0.25
C -2.6962 -5.5590 -3.1416 -1.16
O -2.8005 -4.8249 -1.9161 -0.34
C -3.8393 -3.9588 -1.7726 0.82
C -4.7268 -3.5899 -2.7769 -0.46
C -5.7779 -2.7368 -2.4802 -0.97
C -5.9597 -2.2474 -1.1910 -0.63
C -5.0734 -2.5953 -0.1888 -0.64
C -4.0122 -3.4400 -0.4820 0.36
N -3.1356 -3.9949 0.5050 0.25
C -2.9905 -3.6945 1.7800 -1.19
C -3.2662 -2.3882 2.3300 0.18
C -4.0587 -2.2962 3.4795 -0.60
C -4.5099 -1.0663 3.9266 -1.12
C -4.1284 0.0845 3.2456 -0.81
C -3.2441 0.0150 2.1762 -0.14
C -2.7848 -1.2177 1.7414 0.57
O -1.7408 -1.2782 0.8969 0.96
H -1.8579 -6.2365 -3.0121 0.26
H -2.4963 -4.8852 -3.9744 0.44
H -3.6091 -6.1263 -3.3249 0.46
H -4.6146 -3.9809 -3.7753 0.53
H -6.4720 -2.4687 -3.2624 0.45
H -6.7962 -1.6059 -0.9620 0.48
H -5.2428 -2.2410 0.8170 0.47
H -2.7434 -4.8816 0.1969 0.41
H -2.7173 -4.5134 2.4404 0.73
H -4.3726 -3.2058 3.9735 0.53
H -5.1630 -1.0067 4.7844 0.48
H -4.4885 1.0482 3.5753 0.50
H -2.8640 0.9133 1.7049 0.20
```

Output
2S+1: 1
LUMO energy (spin up / spin down) (eV): -6.5 / -6.5
Charge: +2


#ii
Molecular formula: C45H63MoN7O8S3Si2
Method: DFT, wB97M-V/def2-TZVPD

Structure (XYZ):
```
129
Properties=species:S:1:pos:R:3:mulliken_charge:R:1
Mo -0.1845 0.6736 0.1678 0.26
C -1.2866 -3.8074 -2.7151 -1.37
C -0.2519 -3.8207 -1.6603 0.59
N 0.1174 -2.8208 -0.9294 0.72
C 1.1283 -3.1671 -0.0757 -0.85
C 1.5248 -4.4779 -0.1717 -0.88
S 0.6126 -5.3069 -1.3516 -0.24
C 1.8068 -2.2294 0.8032 -0.13
C 2.6835 -2.6397 1.7718 -0.88
S 3.5761 -1.3258 2.4022 -0.34
C 2.7074 -0.2774 1.3443 0.13
N 1.7994 -0.8674 0.6169 1.58
C 3.0717 1.1482 1.2436 -0.43
H -1.7908 -2.8479 -2.7594 -0.06
H -1.9970 -4.6164 -2.5560 0.45
H -0.8128 -3.9807 -3.6804 0.45
H 2.3248 -4.9672 0.3472 0.49
H 2.8563 -3.6316 2.1337 0.60
H 4.0879 1.2162 0.8580 0.91
H 3.0432 1.6264 2.2204 0.26
H 2.3981 1.6718 0.5576 -1.02
C -4.5541 2.8790 -0.7798 -1.39
Si -3.0204 2.9466 0.3512 0.74
C -3.3388 1.9034 1.9273 -0.01
C -2.8045 4.7792 0.8406 -1.35
C -1.6065 2.0908 -0.6588 -0.11
Si -0.7102 3.2611 -1.9333 0.52
C -0.7471 5.1517 -1.7434 -1.01
C 1.1620 2.8226 -1.8172 0.34
C -1.3794 2.8169 -3.6559 -1.17
H -5.4301 3.2228 -0.2401 0.48
H -4.7688 1.8855 -1.1613 0.28
H -4.4212 3.5307 -1.6376 0.40
H -3.8172 2.5039 2.6929 0.64
H -2.4253 1.5018 2.3591 -0.49
H -4.0037 1.0695 1.7319 -0.12
H -3.2909 4.9739 1.7910 0.43
H -3.2887 5.4244 0.1150 0.55
H -1.7747 5.1019 0.9169 0.18
H -2.1711 1.4641 -1.3622 0.28
H -0.2103 5.4977 -0.8675 0.07
H -1.7535 5.5460 -1.7046 0.36
H -0.2664 5.5940 -2.6122 0.40
H 1.5606 3.0852 -0.8363 -0.77
H 1.7234 3.4022 -2.5448 0.79
H 1.3724 1.7727 -2.0348 -0.50
H -2.4149 3.1262 -3.7431 0.34
H -1.3390 1.7505 -3.8586 0.20
H -0.8306 3.3328 -4.4367 0.42
O -1.2691 -0.7221 -3.1463 -0.75
C -0.1887 -0.5096 -2.6321 -0.02
O -0.1210 -0.0962 -1.3825 1.91
C 1.1155 -0.5928 -3.3386 1.28
C 1.1730 -0.7182 -4.7302 -0.71
C 2.4022 -0.6503 -5.3695 -0.47
C 3.5913 -0.4724 -4.6757 -0.59
C 3.5178 -0.3896 -3.2873 -0.53
C 2.3038 -0.4595 -2.6235 -0.15
N 4.7128 -0.2012 -2.4964 1.02
O 5.7736 -0.2067 -3.0642 -0.63
O 4.5470 -0.0292 -1.2991 -0.57
N 2.4367 -0.7432 -6.8357 1.03
O 1.4128 -1.0820 -7.3719 -0.59
O 3.4758 -0.4628 -7.3713 -0.59
H 0.2717 -0.8558 -5.3111 0.73
H 4.5339 -0.3849 -5.1996 0.64
H 2.3036 -0.4265 -1.5400 -0.33
C -6.2428 -0.4758 0.8451 -0.52
C -6.6295 -1.4990 -0.2141 -0.97
C -5.5504 -2.5430 -0.5021 -0.11
C -4.3258 -2.0129 -1.2652 -0.96
N -3.3203 -1.3722 -0.4276 0.88
C -2.5118 -1.9975 0.4149 -0.17
S -1.4357 -1.0726 1.4214 -0.79
N -2.5518 -3.3070 0.5931 0.60
C -1.7570 -4.0507 1.5494 -0.31
C -2.4829 -4.2603 2.8870 -0.60
C -3.1977 -5.6067 2.9867 -0.70
C -4.2943 -5.7858 1.9458 -0.97
H -7.0977 0.1545 1.0722 0.47
H -5.4423 0.1713 0.4963 -0.27
H -5.9326 -0.9646 1.7670 0.24
H -6.8942 -0.9852 -1.1392 0.33
H -7.5161 -2.0345 0.1265 0.38
H -5.9973 -3.3241 -1.1189 0.55
H -5.2447 -3.0013 0.4398 -0.15
H -4.6470 -1.2784 -2.0027 0.70
H -3.8514 -2.8355 -1.8053 -0.04
H -3.2443 -0.3618 -0.4696 -0.70
H -3.2636 -3.8395 0.1088 0.30
H -0.8336 -3.4961 1.7161 -0.37
H -1.5078 -5.0183 1.1089 0.57
H -3.1957 -3.4476 3.0377 0.21
H -1.7502 -4.2025 3.6902 0.39
H -3.6403 -5.6823 3.9803 0.43
H -2.4700 -6.4153 2.8932 0.28
H -5.0351 -4.9930 2.0297 0.20
H -4.8005 -6.7331 2.1060 0.43
H -3.8856 -5.7975 0.9361 0.24
C 2.8020 6.1998 -0.5576 -1.13
O 2.0498 5.3821 0.3241 -0.29
C 2.7164 4.7595 1.3381 0.79
C 4.0965 4.7073 1.4632 -0.56
C 4.6769 4.0981 2.5628 -0.92
C 3.8827 3.5334 3.5461 -0.72
C 2.5038 3.5627 3.4301 -0.59
C 1.8995 4.1670 2.3276 0.41
N 0.5268 4.3747 2.2130 0.23
C -0.4448 3.9278 3.0234 -1.12
C -0.4033 2.6817 3.7026 0.24
C -0.7759 2.6104 5.0596 -0.66
C -0.5761 1.4696 5.7970 -1.11
C -0.0402 0.3346 5.1885 -0.86
C 0.2229 0.3336 3.8334 -0.17
C 0.0118 1.4801 3.0609 0.52
O 0.0307 1.3584 1.7290 1.05
H 2.0790 6.6493 -1.2353 0.25
H 3.5168 5.6068 -1.1325 0.42
H 3.3330 6.9824 -0.0097 0.44
H 4.7260 5.1652 0.7193 0.53
H 5.7500 4.0883 2.6519 0.46
H 4.3333 3.0834 4.4151 0.48
H 1.9026 3.1610 4.2285 0.52
H 0.3086 5.1572 1.6032 0.43
H -1.2520 4.6104 3.2391 0.66
H -1.1584 3.5016 5.5313 0.54
H -0.8115 1.4644 6.8504 0.48
H 0.1377 -0.5511 5.7765 0.52
H 0.5493 -0.5718 3.3335 0.17
```

Output
2S+1: 1
LUMO energy (spin up / spin down) (eV): -6.9 / -6.9
Charge: +2


Of the structures shown above, #ii is the least stable.